This record from OMol25 describes C10H12BiN2O5 as an isolated structure. The level of theory is ωB97M-V with the def2-TZVPD basis set.

Each line ends with the natural charge from an NBO analysis.
Element x y z (Å)
H -1.39 -1.10 3.30  0.2507
H 0.38 1.93 2.08  0.2214
C 2.08 0.02 -3.82  0.4315
H 0.55 0.37 4.05  0.2746
H 2.33 1.43 -0.42  0.2194
N -1.24 -0.43 1.39  -0.3276
H -2.78 -1.86 1.42  0.2498
C 0.17 2.17 -2.69  0.4135
H -1.63 0.64 3.05  0.2279
C 0.27 -2.16 -2.80  0.4436
O 3.06 0.04 -4.41  -0.1397
O 0.23 -3.29 -2.77  -0.1783
C 0.99 1.02 2.08  -0.2160
H -2.68 -1.03 -0.13  0.2290
C -1.60 -0.01 -3.83  0.4934
C 0.43 0.01 3.05  -0.4313
Bi 0.23 0.03 -2.76  1.4399
C -1.03 -0.22 2.78  -0.2223
C -0.31 -0.17 0.51  0.7864
H 2.03 1.26 2.26  0.2446
H -3.33 -0.20 1.28  0.2428
O -0.73 -0.51 -0.69  -0.7888
H 2.95 0.06 0.54  0.2852
O 0.17 3.34 -2.77  -0.1590
O -2.62 -0.02 -4.39  -0.1169
C -2.56 -0.90 0.95  -0.4265
H 2.05 -0.28 -0.93  0.1499
N 0.89 0.37 0.78  -0.4260
C 2.10 0.41 -0.07  -0.3997
H 0.99 -0.92 2.97  0.2283

Computed properties:
maximum force = 15.28 eV Å⁻¹
net charge = +3
DFT total energy = -29581.9839 eV
relative energy (zero: lowest compared OMol25 entry of this formula, charge and spin) = 5.0241 eV

This record from OMol25 describes the molecule C10H12BrNO2. The level of theory is ωB97M-V with the def2-TZVPD basis set.

Each line ends with the natural charge from an NBO analysis.
Element x y z (Å)
H 3.22 2.33 0.25  0.2268
C 1.29 1.47 -0.07  -0.1548
H 0.77 -1.84 -0.66  0.2210
H 1.30 3.61 0.30  0.1796
H -0.84 -1.88 1.06  0.2036
H -2.21 -0.83 1.41  0.2103
H -2.02 4.15 0.07  0.4774
Br 5.25 0.19 0.08  0.0441
C 3.35 0.23 -0.09  -0.1135
C 2.66 -0.94 -0.34  -0.1975
C 2.68 1.43 0.05  -0.1871
H -2.53 -0.34 -0.98  0.1960
H -2.89 -3.23 1.40  0.2173
H -3.70 -2.35 0.10  0.2039
C -1.57 -0.75 -0.63  -0.0604
O -0.76 0.40 -0.45  -0.4793
N -0.61 2.91 0.00  -0.1001
C -2.74 -2.70 0.46  -0.6062
C 0.64 2.76 0.09  0.0117
H 3.20 -1.88 -0.45  0.2282
C 0.57 0.28 -0.33  0.4125
C -1.79 -1.52 0.68  -0.4257
O -1.06 4.21 0.18  -0.5619
C 1.29 -0.91 -0.46  -0.3166
H -2.33 -3.39 -0.27  0.2017
H -1.17 -1.40 -1.41  0.1689

Computed properties:
maximum force = 1.07 eV Å⁻¹
DFT total energy = -86190.3451 eV
SMILES = CCCOc1ccc(Br)cc1/C=N/O
relative energy (zero: lowest compared OMol25 entry of this formula, charge and spin) = 2.2612 eV

This record from OMol25 describes the molecule C10H12ClP. The level of theory is ωB97M-V with the def2-TZVPD basis set.

Each line ends with the natural charge from an NBO analysis.
Element x y z (Å)
C -1.06 -1.10 1.22  -0.4004
C -2.29 0.81 0.06  -0.4605
C -1.86 0.20 1.42  -0.3841
H -2.84 0.13 -0.66  0.2332
C 0.90 1.39 -2.45  -0.5424
H -2.86 1.65 0.36  0.2377
H 1.11 0.87 -3.33  0.2756
C 0.30 -0.79 0.64  -0.4430
H 3.18 -0.29 -2.02  0.2433
C 0.14 0.20 -0.52  -0.1055
C 2.58 0.00 -1.12  -0.6803
H 2.50 -0.76 -0.24  0.2285
C 1.24 0.51 -1.28  0.1181
H 3.26 0.68 -0.67  0.2503
C -1.04 0.98 -0.73  -0.2611
H -1.26 0.89 1.86  0.1945
H -2.83 0.13 1.96  0.2123
H -0.75 -1.53 2.29  0.2148
H -1.69 -1.74 0.59  0.2111
H 1.00 -0.26 1.35  0.2202
C 1.06 2.80 -2.54  -0.1412
H 0.72 -1.78 0.25  0.2279
Cl 1.74 3.76 -1.16  -0.0877
P -0.95 2.09 -2.06  0.6386

Computed properties:
maximum force = 4.44 eV Å⁻¹
DFT total energy = -32370.6618 eV
SMILES = CC1=C2CCCCC2=P2=C(Cl)[C@@H]12
relative energy (zero: lowest compared OMol25 entry of this formula, charge and spin) = 4.1385 eV

This record from OMol25 describes the molecule C10H12F2Si. The level of theory is ωB97M-V with the def2-TZVPD basis set.

Each line ends with the natural charge from an NBO analysis.
Element x y z (Å)
H 0.81 -3.46 -1.04  0.2395
C -0.17 2.68 1.99  -0.1597
H -1.44 -2.79 -1.13  0.2277
H 0.43 0.67 -2.20  0.2685
F -1.44 3.37 -1.47  -0.3524
H 0.75 -1.07 -2.84  0.2223
H 2.36 -2.86 -0.92  0.2488
H 1.34 -3.41 0.50  0.2431
C -0.80 1.35 -0.23  -0.1177
F -2.96 2.57 -0.23  -0.3525
C 0.51 1.77 2.66  -0.1908
C 0.89 0.39 2.10  -0.3865
H 1.52 -0.27 2.71  0.2869
C 0.95 -0.36 -2.12  -1.0620
C -1.61 2.54 -0.40  0.6014
H 1.97 -0.10 -2.08  0.2298
H -2.07 -1.67 0.16  0.2527
C 0.67 -0.23 1.02  -0.0287
C -0.73 2.33 0.71  -0.2317
H -0.47 3.54 2.57  0.2326
C -1.45 -1.73 -0.73  -1.1077
Si 0.38 -1.25 -0.53  1.5879
H -1.85 -1.31 -1.68  0.2598
H 1.01 2.13 3.58  0.2287
C 1.40 -2.82 -0.41  -1.1400

Computed properties:
maximum force = 4.21 eV Å⁻¹
DFT total energy = -23870.3940 eV
relative energy (zero: lowest compared OMol25 entry of this formula, charge and spin) = 0.0000 eV